Record 1
Density functional theory data (the ωB97M-V functional and the def2-TZVPD basis) for the ion C4H11N2O with charge +1.

CARTESIAN COORDINATES (ANGSTROEM)
C1 0.80577 0.00386 1.01351
C2 -0.01116 1.35582 -2.54717
C3 -1.40252 -0.94338 1.68767
C4 0.33409 0.55193 -1.28777
N1 1.23783 -1.36621 0.91325
N2 1.17295 0.77818 -0.35752
O1 -0.51719 -0.01371 0.89377
H1 1.08340 0.54977 1.94099
H2 -1.12102 1.50510 -2.37441
H3 0.53816 2.25099 -2.49483
H4 -0.06101 0.89155 -3.59555
H5 -2.23495 -0.36236 2.00526
H6 -1.00324 -1.36110 2.67632
H7 -1.75519 -1.76634 1.08562
H8 -0.50526 -0.08311 -1.09158
H9 0.96287 -1.70632 1.84383
H10 0.48214 -1.76128 0.25692
H11 1.99434 1.47660 -0.56833

Structure (SMILES): C/C=[NH+]/[C@H](N)OC
Total charge: +1
Orbital gap: 10.1 eV
HOMO energy: -0.52584 Eh
2S+1: 1

These are the Mulliken partial charges, in e, on atoms 1 to 8:
1 C 0.098
2 C -1.018
3 C -0.774
4 C 0.260
5 N -0.678
6 N -0.078
7 O -0.449
8 H 0.347

Record 2
Density functional theory data (the ωB97M-V functional and the def2-TZVPD basis) for a structure of composition C18H11BF12IrN3O8S2.

CARTESIAN COORDINATES (ANGSTROEM)
Ir1 -0.87189 -0.52907 -0.54816
O1 4.24926 -2.08771 -2.90626
C1 4.50751 -1.42415 -1.79311
O2 5.63988 -1.23665 -1.40429
C2 3.34321 -0.91007 -1.02741
C3 3.46128 -0.13360 0.11446
N1 2.22854 0.12840 0.55027
N2 1.30699 -0.41020 -0.24184
C4 1.95182 -1.03540 -1.21021
C5 1.11998 -1.61456 -2.30487
O3 1.67971 -2.21303 -3.23320
O4 -0.13992 -1.41876 -2.22826
H1 3.25533 -2.14336 -3.08212
H2 4.33613 0.25876 0.60085
H3 1.93233 0.70694 1.32597
F1 -1.83151 4.57969 -1.33490
C6 -0.70000 4.69111 -0.61888
F2 -0.98964 4.46932 0.65021
F3 -0.25821 5.94860 -0.75339
S1 0.54664 3.48166 -1.28985
O5 0.30401 2.26102 -0.56734
O6 0.30602 3.51816 -2.70090
N3 1.95273 4.11846 -0.98940
S2 2.59999 4.16518 0.44520
O7 3.19868 2.92994 0.88299
O8 1.88205 4.94579 1.41203
C7 4.04255 5.21745 -0.01315
F4 4.83540 5.35716 1.06093
F5 3.65763 6.43905 -0.39715
F6 4.77232 4.68101 -0.99356
F7 -3.64119 0.24922 -0.87694
C8 -2.39566 0.36345 -1.45995
F8 -2.57688 -0.00550 -2.77609
H4 -2.15128 1.43421 -1.46567
F9 0.30672 0.35466 2.56190
B1 -0.93188 1.02275 2.46802
F10 -1.81549 0.58757 3.43127
F11 -0.76521 2.37545 2.45698
F12 -1.50797 0.60127 1.14757
C9 -2.67249 -4.13317 3.33760
C10 -1.76605 -3.05578 3.25038
C11 -1.57489 -2.41052 2.06160
C12 -2.27118 -2.78906 0.88354
C13 -2.08770 -2.11588 -0.37393
C14 -2.69793 -2.65566 -1.48172
C15 -3.54322 -3.78088 -1.39415
C16 -3.78754 -4.38653 -0.19702
C17 -3.14502 -3.90875 0.96927
C18 -3.33665 -4.54847 2.22056
H5 -2.83242 -4.63360 4.28605
H6 -1.22182 -2.72663 4.12667
H7 -0.86522 -1.60070 2.01962
H8 -2.54710 -2.19908 -2.44767
H9 -4.01219 -4.15297 -2.29900
H10 -4.45538 -5.23834 -0.12087
H11 -4.02318 -5.38820 2.26729

Total charge: -2
Orbital gap: 7.4 eV
HOMO energy: -0.10786 Eh
2S+1: 1

These are the Mulliken partial charges, in e, on atoms 1 to 8:
1 Ir 1.641
2 O -0.569
3 C 0.415
4 O -0.652
5 C 0.145
6 C -0.480
7 N 0.036
8 N -0.489